Entry 1:
C5H13N2 as an isolated structure in a non-equilibrium geometry. Source: the OMol25 dataset; level of theory: wB97M-V/def2-TZVPD.

Atoms and positions in Å:
C  -1.7416  0.8047  -0.2853
C  -1.9858  -0.1557  0.8782
C  -0.6880  -0.2055  0.0568
C  1.4182  1.2800  -0.3847
C  0.7173  0.2815  0.5681
N  -0.4192  -1.2578  -0.9388
N  1.4747  -1.0512  0.4575
H  -2.2964  0.6929  -1.1125
H  -1.7489  1.8945  -0.0266
H  -1.8809  0.0537  1.8599
H  -2.5585  -1.0770  0.7762
H  1.1599  0.9990  -1.5154
H  2.5798  1.2678  -0.2488
H  0.9795  2.1893  -0.0579
H  0.8313  0.7738  1.4704
H  -0.7812  -0.9478  -1.8321
H  -0.8912  -2.0608  -0.5482
H  2.4689  -0.8923  0.5773
H  0.7080  -1.4074  -0.5473
H  1.2737  -1.7409  1.1723

Atoms 1-2, force components in eV/Å:
0.70 1.27 3.99
0.99 -2.12 -3.68

## Properties
Max |F| ... 4.359 eV/Å
LUMO ... -2.9 eV
Charge ... +1
DFT total energy ... -307.503217 a.u.
ΔE to the lowest compared entry with this formula, charge and spin ... 310.8 kJ/mol
Kohn-Sham gap ... 0.439 Ha

---

Entry 2:
C4H6N4 as an isolated structure in a non-equilibrium geometry. Source: the OMol25 dataset; level of theory: wB97M-V/def2-TZVPD.

Atoms and positions in Å:
C  0.3522  0.9547  -0.2373
C  -1.0519  0.9783  0.1671
C  -1.8097  -0.2123  -0.1000
C  0.4182  -1.5751  0.1718
H  2.4986  0.7647  0.5880
H  2.9259  -0.2260  -1.0121
H  0.8815  1.8499  0.1426
H  -1.3798  2.0805  0.9790
H  -3.2967  0.4681  -0.3719
H  0.8891  -2.5278  0.5445
N  2.5368  -0.2886  -0.1111
N  1.0087  -0.3130  -0.4675
N  -3.0543  -0.5109  -0.3751
N  -0.9186  -1.4425  0.0822

Atoms 1-2, force components in eV/Å:
-4.10 -1.90 3.20
3.65 3.72 0.89

## Properties
Max |F| ... 8.346 eV/Å
LUMO ... -0.2 eV
DFT total energy ... -374.793070 a.u.
ΔE to the lowest compared entry with this formula, charge and spin ... 704.4 kJ/mol
Kohn-Sham gap ... 0.312 Ha

---

Entry 3:
A 2-piece molecular cluster, C4H12O overall in a non-equilibrium geometry. Source: the OMol25 dataset; level of theory: wB97M-V/def2-TZVPD.

Atoms and positions in Å:
C  -1.2772  -1.0734  -1.4655
C  0.2082  -1.0395  -1.9096
O  -2.0805  -0.8088  -2.6136
H  -1.5917  -2.0108  -1.0070
H  -1.3826  -0.2530  -0.7592
H  0.5813  -1.9783  -2.3258
H  -1.8120  -1.3878  -3.3172
H  0.8817  -0.6274  -1.1608
H  0.2266  -0.3625  -2.7667
C  0.2410  1.7770  2.1986
C  1.3130  0.6556  2.1544
H  -0.5637  1.4993  1.5250
H  -0.1553  1.8824  3.2015
H  0.6779  2.6921  1.8104
H  2.3240  1.0148  1.9817
H  1.3048  0.0876  3.0840
H  1.1047  -0.0674  1.3697

Atoms 1-2, force components in eV/Å:
1.21 0.13 -0.83
-0.49 -0.01 -0.43

## Properties
Max |F| ... 1.474 eV/Å
LUMO ... 1.0 eV
DFT total energy ... -234.806421 a.u.
ΔE to the lowest compared entry with this formula, charge and spin ... 68.8 kJ/mol
Kohn-Sham gap ... 0.420 Ha

---

Entry 4:
C42H37ClN2O4PS2V as an isolated structure in a non-equilibrium geometry. Source: the OMol25 dataset; level of theory: wB97M-V/def2-TZVPD.

Atoms and positions in Å:
V  -0.8927  -0.6198  -0.2256
C  -0.5852  1.1228  3.9902
C  0.9321  1.2809  4.0904
C  1.4043  2.6216  3.5263
C  1.6352  0.1019  3.4004
C  3.0193  -0.2280  3.9850
O  3.8791  -0.3481  2.8336
C  3.1035  0.0252  1.7609
N  1.9053  0.3231  1.9775
C  3.8105  0.0441  0.4586
C  5.2095  0.1239  0.5179
C  5.9746  0.2420  -0.6231
C  5.3446  0.2770  -1.8575
C  3.9714  0.1687  -1.9245
C  3.1637  0.0374  -0.7857
P  1.3191  -0.2414  -1.1746
C  1.7221  -1.6651  -2.2952
C  2.1755  -2.7902  -1.5984
C  2.5050  -3.9602  -2.2656
C  2.4003  -4.0255  -3.6498
C  1.9591  -2.9144  -4.3515
C  1.6160  -1.7465  -3.6791
C  1.1162  1.3222  -2.1438
C  1.3790  2.4825  -1.4019
C  1.2454  3.7405  -1.9687
C  0.8331  3.8673  -3.2916
C  0.5194  2.7281  -4.0171
C  0.6468  1.4662  -3.4431
H  -1.1012  2.0279  4.3270
H  -0.9309  0.2801  4.5949
H  -0.8713  0.9273  2.9546
H  1.2176  1.2316  5.1475
H  1.1473  2.6777  2.4664
H  2.4915  2.7354  3.6212
H  0.9248  3.4519  4.0527
H  0.9756  -0.7670  3.4539
H  3.0352  -1.1675  4.5327
H  3.4013  0.5682  4.6282
H  5.6820  0.1067  1.4892
H  7.0533  0.3128  -0.5524
H  5.9242  0.3737  -2.7681
H  3.5016  0.1651  -2.8977
H  2.2451  -2.7548  -0.5167
H  2.8313  -4.8258  -1.6993
H  2.6532  -4.9397  -4.1761
H  1.8670  -2.9560  -5.4320
H  1.2578  -0.9090  -4.2562
H  1.6720  2.3835  -0.3596
H  1.4622  4.6251  -1.3784
H  0.7385  4.8481  -3.7447
H  0.1573  2.8176  -5.0367
H  0.3232  0.6040  -4.0082
O  -1.5781  0.8431  -1.5841
N  -2.4473  0.5227  -2.5340
C  -3.1348  1.5316  -3.1076
C  -4.0645  1.3045  -4.0846
C  -4.2908  -0.0129  -4.4947
C  -3.5638  -1.0261  -3.9265
C  -2.5917  -0.7828  -2.9292
S  -1.6103  -1.9856  -2.2296
H  -2.8887  2.5058  -2.7147
H  -4.5999  2.1386  -4.5156
H  -5.0373  -0.2320  -5.2484
H  -3.7028  -2.0578  -4.2218
Cl  -5.1592  4.5462  2.3696
C  -3.8678  3.4724  1.8606
C  -2.5722  3.9931  1.6711
C  -1.5521  3.1676  1.2902
C  -1.7452  1.7682  1.0788
O  -0.7420  1.0112  0.8261
C  -3.0907  1.2852  1.2058
C  -3.4489  -0.0547  0.8610
O  -2.7222  -0.8817  0.2865
C  -4.1196  2.1548  1.6286
H  -2.3942  5.0509  1.8293
H  -0.5518  3.5596  1.1386
H  -4.4708  -0.3735  1.0939
H  -5.1274  1.7655  1.7426
S  -0.1697  -2.4610  1.0795
C  -1.4050  -3.3304  1.9881
C  -1.1554  -3.7346  3.3060
C  -2.0989  -4.4502  4.0352
C  -3.3247  -4.7830  3.4714
C  -3.5851  -4.3959  2.1602
C  -2.6417  -3.6862  1.4263
H  -0.2033  -3.4801  3.7573
H  -1.8759  -4.7494  5.0547
H  -4.0596  -5.3393  4.0411
H  -4.5341  -4.6567  1.6996
H  -2.8436  -3.4000  0.4030

Atoms 1-2, force components in eV/Å:
0.59 -0.41 -1.12
-0.01 0.02 -0.04

## Properties
Max |F| ... 2.073 eV/Å
LUMO (alpha / beta) ... 2.5 / 2.5 eV
Charge ... -1
DFT total energy ... -4575.198123 a.u.
⟨S²⟩ ... 3.77
Kohn-Sham gap (alpha / beta) ... 0.203 / 0.249 Ha
2S+1 ... 4